{"formula": "C53H40N7SbTa", "method": "ωB97M-V/def2-TZVPD", "symbols": ["Ta", "C", "C", "N", "C", "C", "C", "C", "C", "C", "C", "N", "C", "C", "C", "C", "C", "C", "C", "C", "N", "C", "H", "H", "H", "H", "H", "H", "H", "H", "H", "H", "H", "H", "C", "C", "C", "C", "C", "C", "N", "C", "C", "C", "C", "C", "C", "N", "N", "C", "C", "C", "C", "C", "N", "H", "H", "H", "H", "H", "H", "H", "H", "H", "H", "H", "H", "H", "C", "C", "C", "C", "C", "C", "Sb", "C", "C", "C", "C", "C", "C", "C", "C", "C", "C", "C", "C", "H", "H", "H", "H", "H", "H", "H", "H", "H", "H", "H", "H", "H", "H", "H"], "coordinates": [[-0.608, -0.873, 0.019], [-1.603, -4.291, 2.807], [-1.668, -3.091, 2.107], [-0.887, -2.808, 1.067], [0.020, -3.750, 0.658], [0.177, -4.973, 1.345], [-0.671, -5.230, 2.438], [1.161, -5.883, 0.898], [1.933, -5.559, -0.177], [1.760, -4.346, -0.874], [0.798, -3.440, -0.495], [0.453, -2.194, -1.076], [0.676, -1.910, -2.450], [1.672, -2.352, -3.292], [1.672, -1.999, -4.660], [0.711, -1.196, -5.198], [-0.275, -0.641, -4.352], [-1.254, 0.273, -4.780], [-2.120, 0.822, -3.861], [-1.995, 0.472, -2.522], [-1.097, -0.410, -2.084], [-0.251, -0.979, -2.983], [-2.277, -4.456, 3.635], [-2.379, -2.337, 2.416], [-0.586, -6.167, 2.973], [1.285, -6.826, 1.413], [2.695, -6.243, -0.522], [2.423, -4.171, -1.700], [2.486, -2.962, -2.949], [2.459, -2.397, -5.286], [0.707, -0.954, -6.252], [-1.312, 0.544, -5.826], [-2.882, 1.530, -4.155], [-2.641, 0.924, -1.778], [4.659, -2.742, 0.692], [4.259, -1.740, -0.182], [3.070, -1.060, 0.033], [2.275, -1.381, 1.128], [2.674, -2.393, 2.002], [3.864, -3.067, 1.782], [1.017, -0.732, 1.343], [0.812, -0.156, 2.563], [1.810, 0.083, 3.536], [1.479, 0.709, 4.705], [0.154, 1.118, 4.996], [-0.840, 0.904, 4.091], [-0.512, 0.269, 2.869], [-1.419, -0.057, 1.916], [-2.663, 0.172, 2.094], [-3.430, -0.332, 1.075], [-4.821, -0.265, 1.163], [-5.570, -0.929, 0.219], [-4.921, -1.656, -0.787], [-3.553, -1.642, -0.846], [-2.793, -0.957, 0.050], [5.595, -3.259, 0.531], [4.887, -1.470, -1.021], [2.764, -0.272, -0.648], [2.052, -2.650, 2.852], [4.173, -3.845, 2.466], [2.834, -0.198, 3.338], [2.254, 0.908, 5.433], [-0.057, 1.598, 5.942], [-1.864, 1.194, 4.279], [-5.265, 0.271, 1.988], [-6.651, -0.909, 0.267], [-5.480, -2.221, -1.518], [-3.018, -2.176, -1.620], [3.064, 4.230, 2.899], [3.454, 3.051, 2.280], [2.581, 2.391, 1.429], [1.313, 2.912, 1.191], [0.929, 4.105, 1.800], [1.803, 4.756, 2.657], [0.013, 2.014, -0.217], [0.670, 2.592, -2.139], [0.285, 3.811, -2.688], [0.791, 4.203, -3.919], [1.693, 3.392, -4.595], [2.095, 2.186, -4.039], [1.586, 1.786, -2.813], [-1.841, 2.996, 0.087], [-2.302, 3.130, 1.397], [-3.537, 3.708, 1.650], [-4.324, 4.154, 0.598], [-3.871, 4.025, -0.709], [-2.635, 3.450, -0.965], [3.749, 4.749, 3.555], [4.445, 2.651, 2.451], [2.908, 1.479, 0.948], [-0.044, 4.541, 1.606], [1.503, 5.685, 3.124], [-0.395, 4.471, -2.163], [0.491, 5.152, -4.343], [2.096, 3.711, -5.546], [2.815, 1.563, -4.554], [1.914, 0.840, -2.391], [-1.688, 2.810, 2.232], [-3.879, 3.823, 2.670], [-5.281, 4.618, 0.795], [-4.473, 4.392, -1.529], [-2.289, 3.381, -1.991]], "lowdin_charge": [1.739, 0.003, -0.076, -0.015, -0.158, -0.133, 0.061, 0.013, -0.019, 0.028, -0.195, -0.079, -0.191, 0.033, -0.016, 0.011, -0.136, 0.071, 0.008, -0.141, -0.088, -0.183, 0.129, 0.110, 0.144, 0.136, 0.130, 0.097, 0.100, 0.130, 0.137, 0.146, 0.131, 0.100, -0.047, -0.048, -0.054, -0.314, -0.036, -0.042, -0.086, -0.235, 0.001, 0.004, -0.014, 0.010, -0.228, -0.122, 0.114, -0.316, 0.044, 0.015, -0.003, -0.102, -0.052, 0.122, 0.120, 0.088, 0.131, 0.124, 0.129, 0.133, 0.128, 0.123, 0.136, 0.137, 0.131, 0.126, -0.042, -0.058, -0.137, -0.352, -0.110, -0.046, 1.594, -0.367, -0.113, -0.044, -0.042, -0.062, -0.142, -0.374, -0.161, -0.054, -0.044, -0.050, -0.143, 0.122, 0.120, 0.081, 0.096, 0.121, 0.100, 0.122, 0.122, 0.117, 0.076, 0.081, 0.120, 0.121, 0.120, 0.084], "energy_ev": -74110.149, "e_lumo_ha": -0.364, "homo_ha": -0.569, "total_charge": 3, "e_above_lowest_ev": 0.4398}


{"formula": "C7H9F2N3", "method": "ωB97M-V/def2-TZVPD", "symbols": ["H", "N", "C", "C", "C", "F", "F", "N", "C", "C", "C", "C", "N", "H", "H", "H", "H", "H", "H", "H", "H"], "coordinates": [[-2.009, 0.111, 2.242], [-2.488, 0.700, 1.598], [-2.352, 0.537, 0.385], [-2.888, 1.505, -0.550], [-1.610, -0.603, -0.362], [-2.031, -0.889, -1.546], [-1.660, -1.773, 0.324], [0.086, -0.297, -0.310], [1.011, -1.115, 0.229], [2.222, -0.496, -0.051], [3.561, -0.971, 0.471], [1.907, 0.716, -0.737], [0.556, 0.768, -0.911], [-3.247, 2.386, 0.056], [-2.175, 2.099, -1.051], [-3.699, 1.091, -1.077], [0.807, -2.150, 0.594], [3.878, -2.047, 0.352], [4.225, -0.392, -0.109], [3.562, -0.812, 1.492], [2.344, 1.629, -1.037]], "lowdin_charge": [0.065, 0.206, -0.367, -0.046, -0.368, 0.190, 0.088, -0.066, -0.050, -0.263, -0.054, -0.076, 0.047, 0.113, 0.075, 0.077, 0.143, 0.097, 0.055, 0.045, 0.090], "energy_ev": -17307.663, "e_lumo_ha": 0.029, "homo_ha": -0.336, "e_above_lowest_ev": 0.0000}


{"formula": "C14H56F2N29O18S2", "method": "ωB97M-V/def2-TZVPD", "symbols": ["N", "S", "O", "O", "F", "S", "O", "O", "F", "C", "O", "N", "N", "H", "H", "H", "H", "C", "O", "N", "N", "H", "H", "H", "H", "C", "O", "N", "N", "H", "H", "H", "H", "C", "O", "N", "N", "H", "H", "H", "H", "C", "O", "N", "N", "H", "H", "H", "H", "C", "O", "N", "N", "H", "H", "H", "H", "C", "O", "N", "N", "H", "H", "H", "H", "C", "O", "N", "N", "H", "H", "H", "H", "C", "O", "N", "N", "H", "H", "H", "H", "C", "O", "N", "N", "H", "H", "H", "H", "C", "O", "N", "N", "H", "H", "H", "H", "C", "O", "N", "N", "H", "H", "H", "H", "C", "O", "N", "N", "H", "H", "H", "H", "C", "O", "N", "N", "H", "H", "H", "H"], "coordinates": [[0.517, 0.620, 0.771], [-0.992, 1.119, 0.614], [-1.963, 0.283, 1.260], [-1.283, 1.695, -0.670], [-0.936, 2.400, 1.517], [0.453, -0.514, -0.497], [0.996, -0.202, -1.785], [-0.556, -1.519, -0.432], [1.713, -1.330, 0.089], [-2.733, 4.791, -1.142], [-2.370, 5.961, -1.054], [-2.491, 4.031, -2.247], [-3.382, 4.164, -0.124], [-2.345, 4.493, -3.126], [-2.669, 3.030, -2.297], [-3.826, 3.286, -0.317], [-3.234, 4.494, 0.829], [2.559, 1.388, 3.379], [3.264, 1.540, 4.363], [1.206, 1.660, 3.345], [2.962, 0.821, 2.201], [0.650, 2.081, 4.063], [0.756, 1.223, 2.549], [3.639, 0.068, 2.152], [2.225, 0.883, 1.505], [-2.972, -4.294, -2.119], [-3.513, -3.397, -2.768], [-1.828, -4.171, -1.411], [-3.657, -5.444, -1.840], [-1.345, -3.282, -1.457], [-1.201, -4.946, -1.281], [-3.347, -6.048, -1.103], [-4.633, -5.406, -2.071], [3.485, -1.023, -5.528], [4.221, -1.803, -4.920], [2.369, -0.497, -4.973], [3.825, -0.586, -6.768], [1.809, 0.213, -5.405], [2.173, -0.826, -4.041], [3.259, 0.043, -7.306], [4.475, -1.212, -7.210], [-4.509, -2.147, 0.626], [-4.661, -3.362, 0.723], [-4.562, -1.338, 1.715], [-4.102, -1.523, -0.509], [-4.673, -1.683, 2.649], [-4.266, -0.381, 1.649], [-3.925, -2.051, -1.347], [-4.196, -0.525, -0.557], [5.030, -0.869, -1.435], [5.316, -0.740, -0.257], [3.986, -0.334, -2.097], [5.709, -1.746, -2.261], [3.998, -0.372, -3.100], [3.275, 0.224, -1.658], [5.311, -1.979, -3.159], [6.310, -2.328, -1.705], [3.459, 4.757, 1.159], [3.886, 5.695, 0.508], [3.672, 4.523, 2.483], [2.492, 3.936, 0.620], [3.299, 3.681, 2.884], [4.356, 5.083, 2.955], [2.083, 3.120, 1.036], [2.022, 4.346, -0.174], [-3.064, 0.310, -3.327], [-3.025, 1.536, -3.338], [-2.009, -0.499, -3.026], [-4.199, -0.411, -3.585], [-2.181, -1.483, -3.154], [-1.100, -0.078, -2.958], [-5.024, 0.143, -3.714], [-4.126, -1.414, -3.542], [4.402, -1.924, 3.600], [5.592, -2.041, 3.837], [3.463, -1.728, 4.581], [3.864, -1.952, 2.344], [3.805, -1.319, 5.430], [2.474, -1.922, 4.469], [4.517, -2.023, 1.578], [2.884, -1.810, 2.183], [1.245, 4.086, -2.419], [2.405, 4.155, -2.803], [0.584, 5.087, -1.774], [0.550, 2.910, -2.407], [0.964, 6.015, -1.833], [-0.404, 4.983, -1.596], [-0.238, 2.773, -1.792], [0.942, 2.206, -3.001], [1.193, -3.423, -3.577], [0.208, -2.698, -3.482], [2.412, -3.124, -3.049], [1.158, -4.530, -4.400], [3.160, -3.792, -3.096], [2.417, -2.449, -2.298], [2.050, -4.755, -4.808], [0.319, -4.575, -4.952], [-2.547, 0.106, 5.471], [-2.829, 0.965, 6.290], [-2.639, -1.230, 5.795], [-2.083, 0.313, 4.217], [-3.087, -1.350, 6.685], [-2.197, -1.987, 5.309], [-1.647, -0.469, 3.766], [-1.920, 1.161, 3.704], [-3.733, 3.431, 3.312], [-2.992, 4.192, 2.703], [-4.251, 2.293, 2.758], [-4.042, 3.618, 4.617], [-4.800, 1.703, 3.355], [-4.110, 2.122, 1.782], [-3.609, 4.358, 5.133], [-4.646, 2.955, 5.064], [0.237, -3.054, 3.003], [0.677, -2.413, 3.964], [0.856, -4.192, 2.629], [-0.690, -2.560, 2.144], [1.643, -4.448, 3.197], [0.616, -4.660, 1.777], [-1.233, -1.770, 2.425], [-0.798, -3.113, 1.315]], "lowdin_charge": [-0.266, 0.461, -0.293, -0.287, -0.142, 0.560, -0.283, -0.286, -0.197, -0.690, 0.003, 0.151, 0.164, 0.111, 0.034, 0.083, 0.066, -0.690, 0.016, 0.158, 0.169, 0.103, 0.013, 0.072, 0.025, -0.649, -0.012, 0.185, 0.161, 0.057, 0.105, 0.096, 0.106, -0.666, -0.023, 0.193, 0.160, 0.112, 0.061, 0.099, 0.105, -0.680, -0.002, 0.156, 0.186, 0.098, 0.050, 0.046, 0.094, -0.668, 0.030, 0.176, 0.144, 0.062, 0.089, 0.047, 0.096, -0.671, 0.015, 0.168, 0.166, 0.061, 0.099, 0.055, 0.055, -0.651, -0.002, 0.192, 0.161, 0.065, 0.075, 0.104, 0.062, -0.683, 0.020, 0.161, 0.139, 0.100, 0.045, 0.084, 0.064, -0.702, 0.012, 0.169, 0.162, 0.116, 0.051, 0.036, 0.081, -0.662, 0.007, 0.178, 0.146, 0.104, 0.080, 0.090, 0.099, -0.677, 0.015, 0.146, 0.179, 0.096, 0.086, 0.054, 0.076, -0.667, 0.011, 0.170, 0.173, 0.094, 0.079, 0.113, 0.090, -0.664, -0.013, 0.171, 0.194, 0.113, 0.095, 0.064, 0.084], "energy_ev": -122617.639, "e_lumo_ha": 0.053, "homo_ha": -0.245, "total_charge": -1, "e_above_lowest_ev": 0.0000}


{"formula": "C4H5NO2", "method": "ωB97M-V/def2-TZVPD", "symbols": ["O", "C", "C", "C", "N", "C", "O", "H", "H", "H", "H", "H"], "coordinates": [[3.130, -0.106, -0.218], [1.963, -0.166, -0.523], [0.863, 0.344, 0.340], [-0.279, 1.164, -0.296], [-0.429, -0.223, 0.043], [-1.443, -0.826, 0.547], [-2.623, -0.276, 0.380], [1.628, -0.559, -1.508], [1.118, 0.497, 1.388], [-0.122, 1.246, -1.381], [-2.410, 0.666, 0.134], [-1.395, -1.762, 1.095]], "lowdin_charge": [0.054, -0.242, -0.220, -0.038, -0.088, -0.163, 0.094, 0.130, 0.142, 0.057, 0.118, 0.156], "energy_ev": -9809.789, "e_lumo_ha": 0.010, "homo_ha": -0.302, "e_above_lowest_ev": 4.5253}